[1]
A 11-piece molecular cluster, C13H48N4O11 overall, computed with the ωB97M-V functional and the def2-TZVPD basis.

Each line ends with the Mulliken charge.
Geometry (Å):
C  -2.30  -3.07  2.95  -1.247
C  -2.20  -2.40  1.58  0.478
O  -1.48  -3.22  0.71  -0.532
H  -3.19  -3.78  2.86  0.355
H  -2.68  -2.42  3.77  0.326
H  -1.31  -3.58  3.01  0.244
H  -1.76  -1.43  1.63  -0.077
H  -3.19  -2.26  1.08  0.221
H  -1.72  -3.03  -0.20  0.257
C  3.03  -0.89  -3.22  -0.713
C  1.49  -1.13  -3.38  0.848
O  0.92  -0.27  -4.32  -0.653
H  3.53  -0.36  -4.07  0.367
H  3.69  -1.73  -2.97  0.267
H  3.18  -0.31  -2.34  -0.160
H  0.93  -1.07  -2.48  -0.519
H  1.43  -2.16  -3.79  0.212
H  0.03  -0.23  -4.02  0.448
C  -2.52  0.25  -1.99  0.044
O  -1.51  -0.13  -2.85  -0.751
N  -3.00  1.47  -1.98  -0.399
N  -3.07  -0.57  -1.11  -0.275
H  -2.78  2.04  -2.90  0.343
H  -3.86  1.69  -1.41  0.380
H  -2.80  -1.59  -1.25  0.227
H  -4.10  -0.59  -1.25  0.415
C  -2.63  1.70  1.42  0.580
O  -2.39  2.12  2.73  -0.732
N  -1.96  2.19  0.39  -0.061
N  -3.60  0.84  1.10  -0.263
H  -1.54  3.12  0.57  0.204
H  -2.24  1.97  -0.60  -0.120
H  -4.15  0.35  1.83  0.290
H  -3.49  0.32  0.21  0.202
C  0.14  2.75  -2.19  -0.402
O  0.35  3.84  -2.96  -0.630
H  0.92  2.65  -1.40  0.214
H  -0.13  1.86  -2.66  0.454
H  -0.77  2.95  -1.67  -0.085
H  1.27  3.72  -3.33  0.378
C  0.45  -0.14  -0.16  -0.348
O  0.25  0.54  1.06  -0.130
H  -0.19  -1.00  -0.06  0.612
H  1.53  -0.32  -0.28  0.902
H  0.11  0.53  -1.01  -0.392
H  -0.58  1.10  0.96  -0.296
C  1.22  -4.14  -1.20  -0.381
O  2.44  -3.60  -1.67  -0.452
H  0.82  -3.37  -0.48  -0.246
H  1.30  -5.04  -0.65  0.427
H  0.56  -4.30  -2.02  0.331
H  2.90  -4.19  -2.24  0.253
C  0.66  4.17  1.30  -0.615
O  -0.42  4.37  0.46  -0.611
H  0.33  3.53  2.07  0.239
H  0.85  5.19  1.61  0.405
H  1.59  3.72  0.89  0.140
H  -0.11  4.97  -0.18  0.304
C  3.88  1.61  -0.56  -0.470
O  4.19  2.94  -0.71  -0.533
H  4.28  1.32  0.41  0.265
H  4.44  0.98  -1.18  0.517
H  2.77  1.37  -0.59  -0.053
H  3.91  3.13  -1.62  0.301
C  1.86  -2.74  2.32  -0.145
O  2.28  -1.39  2.10  -0.569
H  2.77  -3.32  2.41  0.315
H  1.27  -3.17  1.50  -0.155
H  1.13  -2.85  3.17  0.171
H  1.58  -0.87  1.63  0.128
C  -0.28  0.29  4.19  -0.005
O  -0.34  0.67  5.55  -0.548
H  -0.29  1.17  3.51  -0.133
H  -1.17  -0.34  3.91  -0.104
H  0.42  -0.48  4.13  0.418
H  -0.95  0.01  5.92  0.328

Output
LUMO level	-0.030	Ha
SMILES	NC(N)=O.NC(N)=O.CCO.CCO.CO.CO.CO.CO.CO.CO.CO
ΔE to the lowest compared entry with this formula, charge and spin	322.1	kJ/mol
E_HOMO	-0.3371	hartree
molar mass	436.544	u

***

[2]
A 13-piece molecular cluster, C13H52N18O13 overall, computed with the ωB97M-V functional and the def2-TZVPD basis.

Each line ends with the Mulliken charge.
Geometry (Å):
C  -1.56  3.94  -0.19  -0.222
O  -1.35  3.07  0.92  -0.594
H  -0.65  3.95  -0.79  -0.079
H  -2.42  3.78  -0.85  0.256
H  -1.73  4.94  0.22  0.330
H  -1.07  2.23  0.52  0.260
C  -3.04  -3.18  2.15  -0.622
O  -3.78  -3.24  0.93  -0.623
H  -2.17  -2.54  2.02  0.067
H  -3.57  -2.60  2.91  0.263
H  -2.78  -4.13  2.59  0.404
H  -4.63  -3.66  1.10  0.311
C  0.59  -0.32  0.53  -1.120
O  0.14  0.80  -0.24  0.693
H  0.35  -1.26  0.04  0.370
H  1.67  -0.21  0.65  0.254
H  0.17  -0.35  1.54  0.293
H  0.73  1.51  0.07  -0.313
C  2.15  -3.16  2.81  -0.445
O  2.29  -3.51  4.18  -0.546
H  1.15  -3.02  2.39  0.080
H  2.64  -2.19  2.65  0.241
H  2.62  -3.91  2.17  0.348
H  1.69  -2.90  4.63  0.307
C  4.87  0.94  -0.55  0.642
O  4.82  2.13  -0.18  -0.815
N  3.93  0.34  -1.31  0.077
N  5.97  0.17  -0.23  -0.439
H  4.06  -0.61  -1.61  0.252
H  3.14  0.93  -1.57  -0.211
H  6.61  0.55  0.43  0.233
H  6.01  -0.78  -0.55  0.159
C  -0.95  -2.40  5.12  0.620
O  -1.88  -3.14  4.83  -0.655
N  -0.03  -2.70  6.11  -0.437
N  -0.75  -1.19  4.52  -0.112
H  0.58  -1.95  6.38  0.215
H  -0.23  -3.43  6.77  0.212
H  0.08  -0.65  4.66  0.229
H  -1.48  -0.96  3.85  0.146
C  -3.94  -0.62  -1.35  0.480
O  -4.01  0.12  -2.33  -0.821
N  -3.17  -0.35  -0.25  0.193
N  -4.80  -1.67  -1.20  -0.243
H  -3.24  -0.98  0.53  0.060
H  -2.73  0.55  -0.24  -0.029
H  -4.76  -2.30  -0.40  0.189
H  -5.52  -1.89  -1.87  0.198
C  -1.71  2.16  -4.24  0.543
O  -1.04  3.18  -4.47  -0.735
N  -2.87  1.90  -4.92  -0.387
N  -1.46  1.25  -3.25  -0.063
H  -3.09  2.44  -5.74  0.229
H  -3.34  1.02  -4.82  0.162
H  -2.24  0.61  -3.07  0.337
H  -0.82  1.50  -2.52  -0.209
C  1.39  -4.69  -2.71  0.732
O  2.41  -4.27  -3.25  -0.729
N  1.20  -6.01  -2.43  -0.427
N  0.29  -3.90  -2.49  -0.273
H  0.34  -6.35  -2.05  0.155
H  1.92  -6.65  -2.72  0.227
H  0.34  -2.94  -2.76  0.086
H  -0.56  -4.30  -2.15  0.171
C  2.65  -0.78  -4.45  0.396
O  3.26  -1.36  -5.34  -0.702
N  2.14  -1.49  -3.39  -0.225
N  2.23  0.53  -4.50  -0.189
H  2.11  -2.51  -3.45  0.297
H  1.67  -0.96  -2.67  0.066
H  1.94  0.99  -3.63  0.353
H  2.26  1.01  -5.38  0.214
C  -3.75  0.52  2.60  0.456
O  -2.78  -0.20  2.77  -0.466
N  -3.66  1.80  2.13  -0.308
N  -5.05  0.13  2.80  -0.375
H  -4.43  2.42  2.03  0.145
H  -2.73  2.20  1.97  0.190
H  -5.77  0.79  3.00  0.179
H  -5.19  -0.84  3.05  0.224
C  2.36  3.08  2.18  0.508
O  1.97  1.98  1.77  -0.487
N  3.63  3.56  2.05  -0.334
N  1.50  3.91  2.85  -0.394
H  4.00  4.37  2.51  0.154
H  4.25  3.24  1.32  0.315
H  0.57  3.57  3.04  0.194
H  1.76  4.78  3.26  0.154
C  1.69  3.24  -1.96  -0.250
O  1.75  2.03  -2.23  -0.182
N  1.22  4.15  -2.88  -0.333
N  2.17  3.81  -0.83  -0.055
H  1.73  5.01  -2.93  0.179
H  0.70  3.81  -3.68  0.271
H  2.79  3.28  -0.24  -0.053
H  2.22  4.80  -0.69  0.184

Output
LUMO level	0.008	Ha
ΔE to the lowest compared entry with this formula, charge and spin	0.0	kJ/mol
E_HOMO	-0.3136	hartree
molar mass	668.672	u

***

[3]
C13H52N26O21P2Sn2 as an isolated structure, computed with the ωB97M-V functional and the def2-TZVPD basis.

Each line ends with the Mulliken charge.
Geometry (Å):
Sn  -0.44  -0.15  -0.12  2.121
Sn  0.15  -1.23  4.57  1.348
P  -2.55  0.46  2.76  -0.127
O  -1.58  1.47  2.08  0.891
O  -1.97  -0.93  2.32  -0.820
O  -3.97  0.71  2.04  -1.058
O  -2.37  0.44  4.35  -0.913
P  2.57  -1.02  1.77  -1.186
O  2.90  -0.61  3.25  -0.813
O  1.26  -1.85  1.94  1.308
O  3.79  -1.60  1.05  -1.185
O  2.29  0.36  1.09  -0.956
C  -3.93  -1.57  -0.78  0.216
O  -4.05  -1.91  -1.95  -0.929
N  -3.72  -0.39  -0.36  -0.096
N  -3.51  -2.38  0.17  -0.083
H  -4.10  0.22  -1.07  0.182
H  -3.74  -0.12  0.62  0.079
H  -3.64  -3.33  -0.12  0.259
H  -3.39  -1.95  1.08  0.031
C  -1.12  -3.67  -2.50  0.113
O  -0.94  -2.79  -1.70  -0.080
N  -2.25  -3.82  -3.12  -0.334
N  -0.29  -4.62  -2.99  -0.311
H  -3.01  -3.24  -2.82  0.267
H  -2.48  -4.69  -3.58  0.164
H  0.58  -4.64  -2.47  0.239
H  -0.62  -5.34  -3.62  0.148
C  5.32  0.64  -1.33  0.547
O  6.11  1.16  -2.04  -0.815
N  4.36  1.26  -0.74  -0.007
N  5.26  -0.60  -1.03  -0.210
H  3.66  0.76  -0.23  0.067
H  4.12  2.17  -1.12  0.103
H  6.07  -1.07  -1.43  0.143
H  4.62  -1.08  -0.43  0.105
C  -1.16  -4.59  1.88  0.293
O  -0.42  -5.53  1.78  -0.772
N  -2.36  -4.71  2.21  -0.288
N  -0.88  -3.39  1.85  0.971
H  -2.81  -3.85  2.48  0.121
H  -2.74  -5.57  2.58  0.281
H  0.03  -3.08  1.54  -0.592
H  -1.52  -2.63  1.99  0.331
C  -2.07  4.86  2.83  0.428
O  -2.26  5.85  3.51  -0.830
N  -2.56  3.70  3.00  0.051
N  -1.16  4.90  1.90  0.088
H  -3.32  3.59  3.67  0.165
H  -2.31  2.94  2.38  -0.577
H  -0.62  5.75  1.79  0.186
H  -1.07  4.10  1.30  0.052
C  2.04  3.79  0.66  0.502
O  2.71  3.81  1.66  -0.711
N  1.74  2.69  0.03  0.609
N  1.55  4.84  0.13  -0.270
H  1.30  2.84  -0.87  0.315
H  1.85  1.77  0.42  -0.482
H  0.96  4.86  -0.69  0.305
H  1.75  5.70  0.63  0.190
C  -3.37  3.14  -0.63  0.313
O  -3.52  3.70  -1.69  -0.893
N  -2.18  3.04  -0.11  1.008
N  -4.27  2.76  0.21  -0.104
H  -1.45  3.51  -0.63  -0.116
H  -2.12  2.61  0.80  -1.143
H  -5.22  3.08  0.13  0.221
H  -4.12  2.05  0.91  0.148
C  2.43  -4.35  4.34  0.475
O  2.28  -5.36  5.03  -0.800
N  2.69  -3.22  4.82  -0.250
N  2.07  -4.28  3.12  -0.011
H  2.90  -3.10  5.80  0.229
H  3.09  -2.62  4.11  0.163
H  1.95  -3.33  2.79  0.015
H  1.67  -5.14  2.77  0.207
C  -0.23  4.16  -3.05  0.253
O  0.00  3.73  -1.94  -0.592
N  0.69  4.50  -3.93  -0.442
N  -1.42  4.35  -3.51  -0.332
H  1.66  4.34  -3.69  0.245
H  0.43  4.92  -4.81  0.160
H  -2.15  4.29  -2.82  0.162
H  -1.71  4.80  -4.36  0.201
C  -2.07  0.74  -3.80  0.146
O  -1.66  0.89  -2.67  -0.017
N  -1.79  1.58  -4.75  -0.388
N  -2.99  -0.15  -4.12  -0.331
H  -2.29  1.63  -5.63  0.134
H  -1.15  2.34  -4.58  0.187
H  -2.98  -0.46  -5.09  0.169
H  -3.48  -0.56  -3.34  0.116
C  2.14  -0.88  -3.20  0.535
O  1.84  -0.21  -2.19  -0.191
N  1.31  -1.13  -4.14  -0.362
N  3.28  -1.50  -3.28  -0.383
H  1.64  -1.87  -4.74  0.133
H  0.40  -0.69  -4.15  0.090
H  3.68  -1.55  -2.35  0.070
H  3.56  -1.97  -4.13  0.171
C  1.12  2.36  3.88  0.318
O  2.27  2.54  4.22  -0.717
N  0.13  2.97  4.46  -0.026
N  0.73  1.54  2.96  1.530
H  0.31  3.40  5.36  0.224
H  -0.75  2.92  3.98  0.076
H  1.43  1.06  2.41  -0.466
H  -0.25  1.42  2.78  -0.286
C  2.34  -4.10  -0.78  0.522
O  2.02  -5.08  -1.45  -0.940
N  3.47  -3.44  -0.76  -0.017
N  1.44  -3.68  0.00  0.607
H  4.30  -3.73  -1.26  0.219
H  3.64  -2.71  -0.08  0.293
H  1.75  -2.96  0.64  -0.724
H  0.47  -3.97  -0.07  -0.590

Output
LUMO level	0.090	Ha
E_HOMO	-0.1303	hartree
molar mass	1208.090	u
charge	-2

***

[4]
A 13-piece molecular cluster, C13H52O13 overall, computed with the ωB97M-V functional and the def2-TZVPD basis.

Each line ends with the Mulliken charge.
Geometry (Å):
C  0.36  0.01  -3.42  -0.687
O  1.38  0.10  -2.47  -0.524
H  -0.61  -0.07  -2.93  0.158
H  0.34  0.89  -4.06  0.262
H  0.54  -0.86  -4.05  0.320
H  0.98  0.46  -1.67  0.305
C  0.59  -3.83  0.74  0.151
O  0.39  -4.96  1.61  -0.605
H  -0.26  -3.14  0.79  -0.040
H  1.47  -3.24  1.01  0.033
H  0.65  -4.18  -0.29  0.115
H  0.64  -4.73  2.51  0.326
C  -0.67  4.31  -2.68  -0.173
O  -1.15  4.33  -4.04  -0.532
H  -1.09  5.07  -2.03  0.283
H  -0.75  3.32  -2.23  -0.104
H  0.41  4.43  -2.77  0.266
H  -0.92  5.21  -4.34  0.308
C  -0.65  0.05  0.14  0.100
O  0.06  1.17  -0.37  0.293
H  -1.72  0.25  0.05  0.249
H  -0.47  -0.91  -0.34  -0.140
H  -0.42  -0.11  1.19  -0.277
H  -0.42  1.97  -0.14  -0.212
C  -2.65  3.23  0.29  -0.680
O  -1.27  3.62  0.28  -0.498
H  -3.25  3.91  -0.32  0.335
H  -2.74  2.24  -0.16  0.220
H  -3.06  3.28  1.30  0.301
H  -1.23  4.43  0.80  0.277
C  -4.12  -3.17  -0.61  -0.918
O  -3.13  -2.16  -0.83  -0.257
H  -4.36  -3.45  -1.64  0.369
H  -3.78  -4.05  -0.06  0.279
H  -5.02  -2.73  -0.18  0.311
H  -3.54  -1.44  -1.31  0.214
C  3.24  -2.79  -1.81  -0.759
O  2.81  -1.74  -1.01  -0.449
H  3.99  -2.48  -2.54  0.319
H  3.57  -3.72  -1.36  0.303
H  2.35  -3.15  -2.33  0.190
H  2.29  -1.07  -1.47  0.511
C  2.22  3.43  2.00  0.016
O  2.31  4.31  3.11  -0.578
H  2.94  3.73  1.24  0.223
H  2.61  2.46  2.33  0.111
H  1.24  3.33  1.54  -0.090
H  1.95  3.85  3.88  0.306
C  -1.14  -3.34  -2.98  -0.300
O  -0.61  -3.60  -4.28  -0.559
H  -1.77  -4.12  -2.56  0.359
H  -0.37  -3.15  -2.23  -0.104
H  -1.74  -2.43  -3.05  0.238
H  -1.32  -3.39  -4.89  0.324
C  2.37  -0.78  2.59  -0.423
O  1.52  -1.01  3.68  -0.555
H  3.06  0.06  2.74  0.360
H  2.93  -1.65  2.27  0.355
H  1.89  -0.46  1.66  -0.118
H  0.95  -0.24  3.77  0.423
C  -2.44  -2.85  2.88  -0.067
O  -3.19  -2.93  4.03  -0.545
H  -1.79  -2.00  2.75  0.000
H  -1.77  -3.71  2.95  0.243
H  -2.95  -3.00  1.93  0.065
H  -3.35  -3.86  4.17  0.352
C  -0.82  1.79  3.41  -0.315
O  0.08  1.14  4.35  -0.567
H  -0.29  2.36  2.65  -0.016
H  -1.46  1.06  2.91  0.233
H  -1.53  2.46  3.91  0.408
H  0.52  1.87  4.80  0.282
C  3.46  2.38  -1.59  0.032
O  4.28  3.41  -1.01  -0.570
H  3.42  2.58  -2.66  0.271
H  3.77  1.35  -1.39  0.209
H  2.47  2.41  -1.15  -0.249
H  3.79  4.24  -0.99  0.302

Output
LUMO level	-0.002	Ha
ΔE to the lowest compared entry with this formula, charge and spin	299.5	kJ/mol
E_HOMO	-0.3511	hartree
molar mass	416.546	u

***

[5]
C13H5F11N3PSeSr as an isolated structure, computed with the ωB97M-V functional and the def2-TZVPD basis.

Each line ends with the Mulliken charge.
Geometry (Å):
Sr  -0.77  0.44  -0.97  1.748
C  -0.61  2.86  1.12  -0.515
C  -1.92  2.69  0.77  -0.519
C  -2.37  1.43  1.32  -0.615
C  -1.31  0.82  1.97  -0.934
C  -0.20  1.70  1.89  -0.013
H  0.04  3.69  0.90  0.472
H  -2.53  3.38  0.21  0.513
H  -3.38  1.05  1.24  0.421
H  -1.34  -0.11  2.51  0.381
H  0.73  1.62  2.44  0.572
F  3.88  -3.76  2.68  -0.310
C  3.47  -2.65  2.07  0.618
C  4.36  -1.61  1.85  0.255
F  5.63  -1.73  2.25  -0.301
C  3.92  -0.45  1.22  0.336
F  4.82  0.52  1.04  -0.325
C  2.61  -0.29  0.79  -0.221
Se  2.06  1.31  -0.05  -0.230
C  1.76  -1.35  1.04  0.436
F  0.46  -1.27  0.68  -0.260
C  2.16  -2.52  1.67  -0.091
F  1.29  -3.51  1.89  -0.299
N  -2.75  1.47  -2.06  -0.855
C  -3.65  2.21  -2.00  0.504
N  -4.55  3.12  -1.90  -0.663
C  -5.83  2.80  -1.82  0.475
N  -6.97  2.62  -1.74  -0.548
F  0.31  -0.45  -3.06  -0.475
P  0.16  -2.12  -3.04  1.309
F  -0.03  -3.69  -2.92  -0.349
F  1.27  -2.24  -4.17  -0.357
F  -0.98  -1.88  -1.83  -0.529
F  1.28  -2.13  -1.88  -0.288
F  -1.01  -1.99  -4.12  -0.342

Output
LUMO level (spin up / spin down)	0.077 / -0.006	Ha
ΔE to the lowest compared entry with this formula, charge and spin	0.0	kJ/mol
multiplicity	2
E_HOMO (spin up / spin down)	-0.2120 / -0.2119	hartree
molar mass	609.736	u
charge	-1

***

[6]
A 2-piece molecular cluster, C13H5F4O6S2 overall, computed with the ωB97M-V functional and the def2-TZVPD basis.

Each line ends with the Mulliken charge.
Geometry (Å):
F  -1.01  0.52  4.18  -0.246
C  -2.23  0.31  3.63  0.340
C  -3.31  0.97  4.08  0.262
F  -3.22  1.89  5.06  -0.273
C  -4.64  0.75  3.52  0.413
O  -5.64  1.38  3.90  -0.549
C  -4.72  -0.28  2.49  0.262
F  -5.94  -0.54  1.99  -0.273
C  -3.63  -0.94  2.05  0.339
F  -3.73  -1.91  1.11  -0.246
C  -2.28  -0.64  2.53  0.469
O  -1.27  -1.15  2.03  -0.536
C  3.59  -0.10  -4.19  -0.472
C  2.35  -0.60  -3.80  -0.627
C  1.93  -0.36  -2.49  0.252
C  2.71  0.35  -1.61  0.252
C  3.96  0.84  -1.98  -0.627
C  4.39  0.62  -3.29  -0.472
S  2.00  0.55  0.04  1.098
O  2.77  -0.27  0.96  -0.643
O  1.86  1.97  0.25  -0.668
C  0.53  -0.21  -0.31  -0.541
S  0.35  -0.93  -1.83  1.098
O  -0.68  -0.30  -2.62  -0.668
O  0.41  -2.37  -1.70  -0.643
H  3.94  -0.28  -5.20  0.350
H  1.72  -1.18  -4.47  0.372
H  4.57  1.37  -1.25  0.372
H  5.36  1.00  -3.60  0.350
H  -0.16  -0.46  0.50  0.256

Output
LUMO level	-0.024	Ha
E_HOMO	-0.1378	hartree
molar mass	397.303	u
charge	-1

***

In eV/Å, the max |F| values for the records above are, in order, 9.8; 1.9; 9.9; 2.9; 0.1; 3.5.